6
Properties=species:S:1:pos:R:3:forces:R:3:mulliken_charge:R:1 method="wB97M-V/def2-TZVPD" homo_lumo_gap_ev=7.409 de_lowest_kcal_mol=13.9 e_tot_ha=-513.3158 homo_ha=-0.113 max_force_ev_per_a=3.86 total_charge=-1 multiplicity=1
S -0.8346 1.1267 0.4475 1.2 0.7 0.7 -0.6997
H -1.9956 1.7084 0.4271 -1.4 0.2 -0.3 -0.0399
O 0.6982 -1.6294 0.5799 -0.2 2.2 -1.0 -0.5688
C 0.6111 -0.6122 -0.1665 1.2 -3.6 0.5 -0.0914
H 0.1131 -0.7415 -1.1215 -0.3 0.3 -0.3 0.2012
H 1.4078 0.1481 -0.1664 -0.4 0.3 0.4 0.1986

6
Properties=species:S:1:pos:R:3:forces:R:3:mulliken_charge:R:1 method="wB97M-V/def2-TZVPD" homo_lumo_gap_ev=6.870 de_lowest_kcal_mol=9.7 e_tot_ha=-513.3224 homo_ha=-0.101 max_force_ev_per_a=2.92 total_charge=-1 multiplicity=1
S 0.2010 -1.6448 -1.0082 -1.0 -0.8 0.8 -0.8612
H 1.0790 -0.9765 -1.6803 1.0 0.8 -0.8 -0.0678
O -0.6645 2.2077 1.3126 -2.5 0.5 0.2 -0.4715
C 0.0087 1.2988 0.9374 2.6 1.0 0.9 0.0943
H -0.0760 0.2531 0.8005 -1.6 -1.4 -0.4 0.1309
H 1.0450 1.5856 0.8847 1.5 -0.1 -0.8 0.1753

8
Properties=species:S:1:pos:R:3:forces:R:3:mulliken_charge:R:1 method="wB97M-V/def2-TZVPD" homo_lumo_gap_ev=8.351 de_lowest_kcal_mol=29.0 e_tot_ha=-1575.7368 homo_ha=-0.319 max_force_ev_per_a=1.02 total_charge=0 multiplicity=1
C 0.2661 1.0777 -1.4210 0.4 0.9 -0.1 -0.0305
P -0.5080 -1.1897 -0.1500 -0.2 -0.2 0.0 0.2297
S 0.2245 0.8005 0.2424 -0.2 -0.1 -0.6 -0.0916
S 0.6319 2.5799 -2.0492 0.0 -0.5 0.1 -0.0891
S -1.6821 -1.3782 -1.6622 0.1 -0.2 0.4 -0.3170
H 0.6772 -1.9290 -0.1458 0.2 -0.1 -0.2 0.1018
H -0.9732 -1.5261 1.1240 -0.2 0.0 0.1 0.0871
H 0.8733 3.3989 -0.9958 0.0 0.1 0.2 0.1096

9
Properties=species:S:1:pos:R:3:forces:R:3:mulliken_charge:R:1 method="wB97M-V/def2-TZVPD" homo_lumo_gap_ev="6.727 / 6.510" smiles="S=S1#P(SS)C1" de_lowest_kcal_mol=38.7 e_tot_ha=-1973.9616 homo_ha="-0.303 / -0.298" max_force_ev_per_a=3.64 total_charge=0 multiplicity=1
S -1.2421 1.9415 -0.5135 0.2 -0.2 0.1 -0.2936
S -1.4054 0.5925 0.8803 0.4 -0.5 -0.1 0.0886
P 0.4060 -1.2187 0.8019 0.5 1.9 -0.3 0.1234
S 1.5241 -0.2900 -0.7973 -0.9 -0.5 0.3 -0.0865
S 2.9283 0.9124 0.0641 0.3 0.1 0.3 -0.1672
C -1.2839 -1.0097 0.1198 0.3 -1.9 -3.1 -0.5002
H 2.2590 2.0719 -0.0450 -0.1 -0.1 0.1 0.1745
H -1.3651 -1.1498 -1.0499 0.0 1.0 2.3 0.3358
H -1.8208 -1.8500 0.5395 -0.7 0.3 0.4 0.3252

8
Properties=species:S:1:pos:R:3:forces:R:3:mulliken_charge:R:1 method="wB97M-V/def2-TZVPD" homo_lumo_gap_ev=8.194 de_lowest_kcal_mol=101.7 e_tot_ha=-3003.8176 homo_ha=-0.356 max_force_ev_per_a=3.01 total_charge=0 multiplicity=1
C 0.8416 0.4470 -0.4941 -0.3 -0.2 0.4 -0.8552
F -0.6733 -2.7195 -0.1878 0.1 2.6 0.9 -0.7078
Si -0.5447 0.0256 0.6987 -0.3 -1.9 -2.3 0.7365
Br -2.5104 0.7707 0.0916 0.5 -0.2 0.2 -0.0810
H 0.9905 1.5248 -0.5705 -0.1 0.1 0.1 0.3483
H 1.7776 -0.0102 -0.1855 0.0 -0.1 0.2 0.2988
H 0.5987 0.0629 -1.4867 -0.2 -0.1 0.2 0.2870
H -0.4800 -0.1013 2.1343 0.2 -0.1 0.3 -0.0267

8
Properties=species:S:1:pos:R:3:forces:R:3:mulliken_charge:R:1 method="wB97M-V/def2-TZVPD" homo_lumo_gap_ev=10.034 smiles="[NH2+]=CNBr" de_lowest_kcal_mol=31.7 e_tot_ha=-2723.7326 homo_ha=-0.564 max_force_ev_per_a=4.40 total_charge=+1 multiplicity=1
N -0.8967 -0.7650 0.3140 0.8 1.3 1.0 -0.3024
C -0.2683 0.0434 -0.5310 1.8 -1.3 3.8 0.2783
N 0.8238 0.7253 -0.2299 1.6 1.7 -0.3 -0.3133
Br 1.5977 1.0458 1.5061 -1.0 -0.6 -1.3 0.1332
H -1.4825 -1.5337 0.0616 -0.6 0.1 -0.7 0.2594
H -0.7054 -0.7186 1.3183 0.2 0.0 -0.5 0.1995
H -0.5423 -0.0236 -1.5003 -0.7 0.1 -3.2 0.3864
H 1.4736 1.2263 -0.9388 -2.2 -1.2 1.2 0.3588

10
Properties=species:S:1:pos:R:3:forces:R:3:mulliken_charge:R:1 method="wB97M-V/def2-TZVPD" homo_lumo_gap_ev="8.185 / 8.185" de_lowest_kcal_mol=89.6 e_tot_ha=-2833.0629 homo_ha="-0.513 / -0.513" max_force_ev_per_a=2.15 total_charge=+1 multiplicity=1
C 0.9456 -0.3459 -0.4051 -0.9 0.8 -0.5 0.2872
N -0.7212 1.2207 -1.0311 -1.5 1.5 0.3 -0.6438
N 0.2698 0.4715 -0.9337 0.7 -1.4 0.3 0.4332
N -1.7543 0.0514 1.6540 0.6 -0.6 0.9 -0.4256
N 1.9787 -0.9185 0.0719 1.1 -0.4 0.6 -0.3116
Br -2.2230 1.2474 0.5669 0.2 0.0 -0.8 0.5432
H -1.0848 1.4279 -1.9550 0.3 -0.2 -0.2 0.3000
H -2.2159 -0.8456 1.4669 -0.2 0.3 -0.5 0.2810
H 2.0799 -1.9244 0.0504 -0.1 0.0 0.1 0.2681
H 2.7252 -0.3847 0.5149 -0.2 -0.1 -0.2 0.2684

7
Properties=species:S:1:pos:R:3:forces:R:3:mulliken_charge:R:1 method="wB97M-V/def2-TZVPD" homo_lumo_gap_ev="7.278 / 7.275" e_tot_ha=-307.6353 homo_ha="-0.532 / -0.531" max_force_ev_per_a=8.11 total_charge=+1 multiplicity=1
F 1.2385 0.5036 -0.3200 7.2 2.7 -2.6 -0.3585
Cd 1.0586 -0.8851 1.0431 -2.3 -3.1 3.0 0.7963
H 2.3948 0.3551 -0.1874 -4.1 1.5 -1.4 0.4322
C -0.8831 -0.0525 -0.0109 -3.0 -0.6 -0.2 -0.8666
H -1.3815 -0.9640 -0.3715 0.5 -0.1 0.4 0.3812
H -0.8939 0.6104 -0.8837 1.1 -0.1 0.3 0.2362
H -1.5334 0.4324 0.7304 0.7 -0.3 0.3 0.3793

9
Properties=species:S:1:pos:R:3:forces:R:3:mulliken_charge:R:1 method="wB97M-V/def2-TZVPD" homo_lumo_gap_ev="6.577 / 8.200" de_lowest_kcal_mol=99.9 e_tot_ha=-1648.4464 homo_ha="-0.284 / -0.336" max_force_ev_per_a=1.63 total_charge=0 multiplicity=1
C -0.7591 -2.0010 0.1181 0.2 -0.9 0.2 -0.2808
Si 0.4008 1.2471 0.0887 -0.4 -1.5 0.5 0.3586
S -0.1028 1.0630 2.1451 0.2 0.6 0.2 -0.2254
Cl 0.3629 -2.6020 1.3147 -0.2 0.3 -0.3 -0.0746
Cl -2.4191 -2.2386 0.5571 0.3 0.4 -0.1 -0.0870
H -0.5358 -2.4283 -0.8568 0.0 0.5 0.0 0.3347
H 1.7563 1.7356 -0.0721 0.3 0.4 -0.2 -0.0730
H -0.6308 1.7733 -0.7785 -0.2 0.4 -0.3 -0.0642
H -0.5169 -0.2000 2.1328 -0.1 -0.2 -0.1 0.1117

10
Properties=species:S:1:pos:R:3:forces:R:3:mulliken_charge:R:1 method="wB97M-V/def2-TZVPD" homo_lumo_gap_ev="6.509 / 6.497" de_lowest_kcal_mol=161.5 e_tot_ha=-1765.1594 homo_ha="-0.308 / -0.307" max_force_ev_per_a=3.42 total_charge=0 multiplicity=1
C 1.5862 0.3251 0.6555 -2.3 0.0 -1.0 0.3516
N -0.3560 0.7068 -1.0086 0.4 -0.3 1.3 -0.4903
Si -1.4420 -0.3965 -0.2273 2.9 0.9 1.6 0.5299
Cl 1.3457 -1.2830 1.1410 0.5 0.1 -0.2 -0.0288
Cl 1.4250 1.4702 1.8855 -0.3 0.1 0.0 -0.0383
Cl 2.6086 0.7484 -0.5795 1.4 -0.1 -0.6 -0.0587
H -0.1879 0.5259 -2.0143 0.4 -0.2 0.8 0.2087
H -2.6031 -0.2917 -0.9541 -2.4 0.0 -0.8 -0.1945
H -1.0081 -1.7969 -0.1625 -0.1 -0.5 -0.2 -0.1502
H -1.3684 -0.0084 1.2643 -0.6 -0.1 -0.9 -0.1295